Record 1
The following is a DFT calculation (ωB97M-V with the def2-TZVPD basis set) of 11 unconnected molecules or ions with the total composition C29H60N2O31 at a distorted geometry.

Structure (XYZ):
```
122
Properties=species:S:1:pos:R:3:mulliken_charge:R:1
C 10.972 -13.182 -0.905 -0.70
O 10.058 -12.057 -1.118 -0.27
C 9.062 -11.808 -0.401 0.77
O 8.475 -12.547 0.425 -0.60
O 8.564 -10.620 -0.872 -0.30
C 7.275 -10.164 -0.496 -0.61
H 10.588 -14.058 -1.428 0.30
H 11.009 -13.653 0.077 0.33
H 12.004 -12.916 -1.133 0.28
H 7.126 -10.153 0.583 0.28
H 6.548 -10.792 -1.011 0.28
H 7.107 -9.125 -0.781 0.24
C 4.349 4.769 2.434 -0.66
O 4.302 5.886 1.602 -0.27
C 5.428 6.373 1.089 0.75
O 6.610 6.071 1.421 -0.57
O 5.089 7.334 0.170 -0.27
C 6.073 8.027 -0.527 -0.62
H 4.815 4.998 3.392 0.29
H 4.977 4.031 1.934 0.31
H 3.381 4.268 2.412 0.25
H 6.685 7.282 -1.036 0.30
H 6.711 8.631 0.117 0.28
H 5.575 8.598 -1.310 0.22
C 3.926 5.208 -13.251 -0.65
O 3.908 4.056 -12.361 -0.31
C 2.756 3.588 -11.808 0.79
O 1.637 4.056 -12.003 -0.57
O 3.082 2.591 -10.991 -0.29
C 2.162 2.069 -10.012 -0.63
H 4.579 5.046 -14.109 0.25
H 4.211 6.162 -12.808 0.26
H 2.929 5.313 -13.678 0.32
H 1.284 1.564 -10.414 0.28
H 1.977 2.858 -9.283 0.30
H 2.663 1.296 -9.428 0.24
C 2.277 -3.067 1.105 -0.66
O 2.440 -2.002 0.220 -0.29
C 1.293 -1.278 -0.071 0.78
O 0.138 -1.620 0.185 -0.57
O 1.663 -0.057 -0.522 -0.30
C 0.694 1.005 -0.752 -0.55
H 1.357 -3.637 0.969 0.30
H 2.095 -2.732 2.126 0.29
H 3.213 -3.624 1.146 0.24
H 1.196 1.776 -0.168 0.18
H -0.240 0.759 -0.247 0.32
H 0.670 1.368 -1.780 0.25
C -12.280 -2.506 3.679 -0.63
O -10.857 -2.258 3.848 -0.29
C -9.917 -2.415 2.890 0.75
O -10.128 -2.468 1.653 -0.58
O -8.656 -2.506 3.417 -0.29
C -7.533 -2.626 2.552 -0.64
H -12.795 -1.996 2.865 0.29
H -12.775 -2.320 4.633 0.25
H -12.423 -3.578 3.543 0.30
H -7.396 -1.775 1.885 0.29
H -7.441 -3.568 2.011 0.29
H -6.643 -2.719 3.174 0.26
C -0.501 -10.941 -2.516 -0.61
O -0.293 -10.897 -1.160 -0.31
C -0.934 -10.103 -0.333 0.85
O -1.905 -9.410 -0.695 -0.62
O -0.278 -10.097 0.792 -0.28
C -0.845 -9.498 1.958 -0.63
H 0.414 -10.629 -3.020 0.23
H -1.380 -10.378 -2.832 0.34
H -0.731 -12.000 -2.629 0.22
H -1.140 -10.317 2.614 0.25
H -1.749 -8.938 1.721 0.33
H -0.154 -8.790 2.417 0.23
C -5.353 8.551 -5.546 -0.60
O -3.950 9.002 -5.586 -0.30
C -3.052 8.345 -4.795 0.80
O -3.273 7.352 -4.056 -0.59
O -1.908 9.028 -4.907 -0.29
C -0.745 8.606 -4.183 -0.64
H -5.885 9.383 -6.008 0.22
H -5.613 8.496 -4.489 0.31
H -5.479 7.606 -6.073 0.27
H -0.717 7.528 -4.027 0.32
H -0.664 9.193 -3.268 0.27
H 0.164 8.853 -4.733 0.24
C -1.285 4.222 9.023 -0.63
O -0.151 3.639 8.520 -0.27
C -0.026 2.344 8.746 0.75
O -0.831 1.583 9.261 -0.54
O 1.217 1.900 8.274 -0.30
C 1.437 0.527 8.097 -0.63
H -1.357 4.072 10.101 0.30
H -2.185 3.768 8.608 0.29
H -1.252 5.295 8.831 0.22
H 2.382 0.423 7.564 0.23
H 0.728 -0.077 7.530 0.30
H 1.501 0.111 9.102 0.28
C -7.128 10.371 5.047 -0.63
O -6.483 9.353 4.274 -0.30
C -5.151 9.318 4.274 0.79
O -4.435 9.819 5.118 -0.57
O -4.706 8.448 3.381 -0.31
C -3.398 8.157 3.075 -0.69
H -8.143 10.050 5.283 0.21
H -7.045 11.282 4.455 0.28
H -6.567 10.523 5.969 0.33
H -2.941 9.007 2.569 0.30
H -3.329 7.160 2.639 0.27
H -2.706 8.089 3.915 0.32
C -6.790 1.322 -6.457 -0.69
N -5.560 1.110 -5.731 0.83
O -5.711 0.864 -4.533 -0.50
O -4.552 1.336 -6.406 -0.50
H -7.372 2.042 -5.882 0.27
H -7.305 0.383 -6.258 0.28
H -6.536 1.513 -7.500 0.32
C 7.175 -9.219 6.889 -0.64
N 5.747 -8.783 6.800 0.77
O 5.434 -7.612 7.053 -0.49
O 4.862 -9.545 6.403 -0.49
H 7.261 -10.212 7.330 0.27
H 7.923 -8.543 7.304 0.30
H 7.401 -9.141 5.826 0.28
```

Its energy above the lowest of the compared OMol25 structures with the same formula, charge and spin is 6.3685 eV. Its SMILES is C[N+](=O)[O-].C[N+](=O)[O-].COC(=O)OC.COC(=O)OC.COC(=O)OC.COC(=O)OC.COC(=O)OC.COC(=O)OC.COC(=O)OC.COC(=O)OC.COC(=O)OC. The orbital gap comes out at 10.54 eV. For the LUMO energy, the calculation gives 0.078 eV. For the largest force on an atom, the calculation gives 6.46 eV/Å.

Record 2
The following is a DFT calculation (ωB97M-V with the def2-TZVPD basis set) of a molecular structure, C29H60N5OPRb.

Structure (XYZ):
```
97
Properties=species:S:1:pos:R:3:mulliken_charge:R:1
Rb 0.090 0.226 0.473 0.70
C 0.558 2.974 2.577 1.00
C 1.713 3.044 1.766 0.91
C 1.317 3.500 0.489 -0.08
C -0.079 3.732 0.516 1.25
C -0.552 3.394 1.806 -0.28
C -1.963 3.462 2.325 -1.54
C -0.849 4.417 -0.581 -1.69
C 2.248 3.805 -0.652 -1.65
C 3.145 2.807 2.168 -1.63
C 0.473 2.614 4.036 -1.87
H -2.368 2.476 2.584 0.19
H -2.642 3.902 1.589 0.38
H -2.030 4.072 3.234 0.36
H -0.652 3.982 -1.566 0.28
H -0.591 5.482 -0.652 0.34
H -1.927 4.363 -0.408 0.33
H 1.715 3.835 -1.607 0.39
H 3.041 3.056 -0.742 0.33
H 2.749 4.778 -0.538 0.27
H 3.601 1.954 1.651 0.12
H 3.237 2.618 3.241 0.38
H 3.768 3.681 1.941 0.46
H -0.326 1.892 4.237 0.24
H 0.260 3.492 4.662 0.41
H 1.405 2.181 4.403 0.45
C 0.335 -1.132 -3.851 -1.25
C -0.265 -2.141 -2.900 0.78
N 0.100 -3.443 -3.108 -0.47
O -1.041 -1.832 -2.021 -0.44
H 0.433 -1.538 -4.859 0.42
H 1.325 -0.849 -3.489 0.32
H -0.296 -0.246 -3.868 0.23
H 0.931 -3.631 -3.642 0.21
H -0.080 -4.063 -2.333 0.26
C -5.230 1.980 -2.312 -1.24
N -3.889 1.543 -2.682 0.19
C -2.868 2.395 -2.080 -1.13
C -3.703 0.166 -2.361 0.47
N -3.317 -0.157 -1.193 -0.66
N -4.023 -0.683 -3.407 0.25
C -4.236 -0.235 -4.767 -1.15
C -4.006 -2.120 -3.262 -1.13
H -5.389 1.925 -1.227 0.38
H -5.975 1.353 -2.807 0.31
H -5.373 3.011 -2.636 0.38
H -2.998 3.409 -2.457 0.43
H -1.879 2.042 -2.369 0.18
H -2.918 2.409 -0.987 0.46
H -3.135 -1.144 -1.072 0.22
H -4.136 0.843 -4.816 0.40
H -5.234 -0.523 -5.117 0.31
H -3.501 -0.696 -5.437 0.34
H -3.222 -2.567 -3.881 0.32
H -4.968 -2.540 -3.576 0.34
H -3.823 -2.415 -2.236 0.35
C 1.441 -5.342 1.282 -1.85
C 1.689 -4.492 2.547 2.25
C 0.311 -4.329 3.213 -2.06
C 2.607 -5.240 3.512 -1.88
P 2.184 -2.726 1.927 0.08
N 1.378 -2.256 0.718 -0.54
C 2.042 -1.607 3.508 2.73
C 2.803 -0.320 3.153 -1.50
C 0.559 -1.198 3.638 -1.55
C 2.536 -2.113 4.864 -2.11
C 4.086 -2.836 1.577 2.22
C 4.278 -4.053 0.656 -1.94
C 5.063 -2.948 2.746 -1.87
C 4.439 -1.608 0.715 -1.87
H 0.647 -6.075 1.465 0.51
H 2.330 -5.892 0.968 0.31
H 1.124 -4.685 0.465 0.30
H -0.179 -5.305 3.293 0.68
H -0.326 -3.675 2.615 0.31
H 0.389 -3.921 4.221 0.24
H 2.124 -6.179 3.809 0.50
H 2.804 -4.669 4.420 0.25
H 3.564 -5.497 3.059 0.25
H 2.595 -0.041 2.121 0.08
H 3.882 -0.426 3.269 0.10
H 2.486 0.499 3.801 0.25
H 0.117 -1.175 2.647 0.00
H 0.470 -0.210 4.095 0.19
H -0.014 -1.897 4.244 0.37
H 3.561 -2.480 4.830 0.25
H 1.901 -2.904 5.265 0.36
H 2.505 -1.280 5.579 0.48
H 4.247 -4.996 1.201 0.25
H 5.255 -3.990 0.164 0.65
H 3.506 -4.069 -0.117 0.32
H 4.837 -3.795 3.395 0.23
H 5.082 -2.047 3.359 0.29
H 6.077 -3.094 2.352 0.49
H 3.597 -1.377 0.058 0.26
H 5.318 -1.823 0.095 0.57
H 4.666 -0.725 1.313 0.31
```

Its energy above the lowest of the compared OMol25 structures with the same formula, charge and spin is 1.2157 eV. The charge is -1. The orbital gap comes out at 5.06 eV. For the LUMO energy, the calculation gives 2.038 eV. For the largest force on an atom, the calculation gives 0.70 eV/Å.

Record 3
The following is a DFT calculation (ωB97M-V with the def2-TZVPD basis set) of 5 unconnected molecules or ions with the total composition C29H60O14S at a distorted geometry.

Structure (XYZ):
```
104
Properties=species:S:1:pos:R:3:mulliken_charge:R:1
C 4.371 4.327 -1.823 0.07
C 3.528 3.508 -1.581 -0.88
C 2.470 2.486 -1.412 -0.21
C 1.428 2.734 -2.527 -0.77
C 0.486 1.534 -2.780 -0.93
C -0.889 1.992 -3.300 1.48
C -1.880 2.099 -2.082 -0.92
C -3.245 1.420 -2.326 -0.46
C -4.190 1.612 -1.097 -0.97
C -4.382 3.081 -0.703 0.49
O -3.589 3.634 -0.005 -0.51
O -5.523 3.695 -1.151 -0.32
C -5.440 4.061 -2.544 0.43
C -5.551 5.600 -2.703 -1.24
C -0.975 3.259 -4.175 -0.30
O -1.204 2.918 -5.549 -0.40
S -1.982 1.500 -5.578 1.15
O -3.372 1.821 -5.651 -0.62
O -1.634 0.606 -6.618 -0.61
O -1.460 0.967 -4.176 -0.42
H 4.886 5.120 -2.318 0.41
H 2.887 1.472 -1.411 0.23
H 1.987 2.609 -0.433 0.31
H 0.885 3.656 -2.280 0.44
H 1.991 2.925 -3.449 0.41
H 0.946 0.903 -3.555 0.48
H 0.383 0.891 -1.899 0.12
H -1.443 1.654 -1.181 0.23
H -2.029 3.169 -1.881 0.19
H -3.693 1.855 -3.225 0.16
H -3.153 0.339 -2.461 0.39
H -5.167 1.214 -1.395 0.44
H -3.767 1.029 -0.274 0.41
H -6.263 3.588 -3.089 0.41
H -4.485 3.757 -2.986 -0.38
H -6.476 5.855 -3.230 0.31
H -4.729 5.962 -3.334 0.33
H -5.468 6.126 -1.748 0.33
H -1.788 3.903 -3.804 0.20
H -0.122 3.941 -4.217 0.41
C 4.107 -0.741 1.521 -0.73
O 2.991 0.078 1.213 -0.39
C 1.834 -0.683 0.894 1.34
C 0.851 -0.707 2.045 -0.84
O 1.363 -1.446 3.146 -0.36
C 1.835 -0.615 4.192 -0.72
H 4.895 -0.103 1.918 0.35
H 3.858 -1.498 2.269 0.31
H 4.477 -1.229 0.612 0.29
H 2.105 -1.698 0.594 -0.39
H 1.358 -0.195 0.036 -0.39
H -0.062 -1.214 1.717 0.38
H 0.583 0.310 2.347 0.41
H 0.994 -0.137 4.704 0.32
H 2.523 0.149 3.822 0.32
H 2.365 -1.244 4.907 0.21
C 4.555 -4.062 4.535 -0.85
O 5.128 -4.079 3.238 -0.24
C 6.548 -4.125 3.269 -0.57
C 7.064 -5.514 2.959 -0.45
O 6.743 -6.430 3.997 -0.38
C 5.657 -7.278 3.663 -0.69
H 3.480 -4.200 4.428 0.24
H 4.952 -4.865 5.161 0.44
H 4.738 -3.095 5.016 0.29
H 6.929 -3.776 4.233 0.39
H 6.907 -3.437 2.496 0.36
H 8.156 -5.477 2.893 0.37
H 6.680 -5.864 1.997 0.24
H 5.964 -8.004 2.904 0.32
H 4.797 -6.708 3.300 0.28
H 5.364 -7.817 4.563 0.25
C 4.862 -5.102 -3.597 -0.68
O 4.399 -5.592 -2.350 -0.40
C 4.453 -4.614 -1.321 -0.49
C 3.082 -4.042 -1.028 0.08
O 2.602 -3.260 -2.115 -0.30
C 1.626 -3.937 -2.890 -0.83
H 4.629 -5.848 -4.356 0.25
H 4.375 -4.162 -3.867 0.28
H 5.947 -4.960 -3.568 0.32
H 5.158 -3.817 -1.575 0.39
H 4.821 -5.117 -0.421 0.16
H 3.158 -3.376 -0.164 -0.12
H 2.375 -4.839 -0.777 0.35
H 0.688 -4.017 -2.330 0.33
H 1.965 -4.933 -3.184 0.35
H 1.445 -3.350 -3.790 0.25
C -7.600 2.162 4.609 -0.74
O -7.951 2.027 3.243 -0.38
C -8.723 3.119 2.763 -0.60
C -7.885 4.065 1.929 -0.03
O -6.924 4.745 2.724 -0.41
C -5.616 4.213 2.572 -0.56
H -6.877 1.384 4.849 0.24
H -7.149 3.136 4.815 0.33
H -8.484 2.025 5.242 0.32
H -9.201 3.653 3.590 0.33
H -9.512 2.698 2.131 0.38
H -8.541 4.829 1.497 0.37
H -7.403 3.531 1.104 -0.01
H -5.218 4.471 1.589 0.16
H -5.605 3.127 2.703 0.29
H -4.980 4.662 3.334 0.34
```

Its energy above the lowest of the compared OMol25 structures with the same formula, charge and spin is 0.0000 eV. Its SMILES is C#CCCC[C@@]1(CCCC(=O)OCC)COS(=O)(=O)O1.COCCOC.COCCOC.COCCOC.COCCOC. The orbital gap comes out at 9.41 eV. For the LUMO energy, the calculation gives 0.346 eV. For the largest force on an atom, the calculation gives 1.86 eV/Å.

Record 4
The following is a DFT calculation (ωB97M-V with the def2-TZVPD basis set) of a molecular structure, C29H62BBeBr2FI2N5O6P at a distorted geometry.

Structure (XYZ):
```
110
Properties=species:S:1:pos:R:3:mulliken_charge:R:1
C -1.163 1.378 -3.885 -1.27
C -1.096 0.848 -2.655 -1.68
C -0.103 1.234 -1.556 3.07
C 1.238 0.555 -2.041 -0.98
C 1.561 0.224 -3.520 -1.26
C 2.141 1.243 -4.495 -0.64
F 1.368 2.346 -4.812 -0.24
N -0.007 2.734 -1.270 0.86
O 0.521 3.483 -2.321 0.33
C 1.927 3.707 -2.263 -0.16
C 2.424 4.887 -3.169 0.09
C 3.270 5.937 -2.372 -1.31
O 3.308 4.405 -4.190 -0.60
C -1.149 3.365 -0.499 2.39
C -2.628 3.206 -1.028 -0.37
C -3.452 1.906 -0.849 -2.06
C -2.916 3.615 -2.527 -0.81
C -4.240 4.459 -2.676 -0.95
C -5.462 3.573 -3.038 -1.29
C -1.028 4.897 -0.195 -2.00
I 0.853 5.826 0.294 0.34
C -1.638 5.951 -1.247 -0.44
C -0.881 6.239 -2.535 -0.75
I -1.441 7.861 -0.121 0.18
C -1.157 2.652 0.934 -2.09
O -2.400 2.820 1.597 -0.51
B -0.131 3.158 2.100 0.47
C 1.478 3.058 2.145 -1.03
O -0.609 3.725 3.263 -0.60
O -1.047 1.245 0.853 0.37
C -0.404 0.539 -0.140 -0.76
Br 1.298 -0.026 0.867 -0.10
C -1.182 -0.811 -0.303 -0.11
C -1.245 -1.752 0.899 -1.44
N -1.816 -1.199 2.124 -0.40
H -1.256 0.663 -4.708 0.45
H -1.096 2.443 -4.096 -0.01
H -1.896 0.117 -2.517 0.43
H 1.102 -0.483 -1.707 0.68
H 2.143 0.992 -1.598 0.31
H 0.787 -0.348 -4.050 0.47
H 2.375 -0.528 -3.472 0.55
H 3.116 1.603 -4.114 0.31
H 2.393 0.723 -5.434 0.49
H 0.769 2.727 -0.574 0.40
H 2.554 2.858 -2.585 -0.18
H 2.346 3.908 -1.262 0.37
H 1.612 5.383 -3.706 0.26
H 3.417 5.681 -1.314 0.31
H 2.844 6.949 -2.436 0.22
H 4.272 6.022 -2.813 0.43
H 4.052 3.999 -3.721 0.44
H -3.201 3.960 -0.474 1.53
H -3.280 1.273 0.026 0.14
H -4.505 2.218 -0.752 0.44
H -3.487 1.224 -1.711 0.38
H -3.194 2.744 -3.132 0.64
H -2.064 4.067 -3.041 0.04
H -4.489 5.004 -1.753 0.31
H -4.135 5.193 -3.490 0.46
H -5.211 2.712 -3.675 0.30
H -5.958 3.167 -2.143 0.32
H -6.227 4.146 -3.583 0.41
H -1.649 5.143 0.679 0.48
H -2.724 5.902 -1.287 0.99
H 0.038 6.832 -2.430 0.38
H -0.641 5.392 -3.189 -0.17
H -1.533 6.889 -3.147 0.53
H -2.595 3.749 1.769 0.44
H 1.778 2.352 2.941 0.40
H 1.893 4.032 2.436 0.29
H 1.959 2.778 1.197 0.17
H -0.075 3.415 4.008 0.33
H -2.205 -0.513 -0.578 0.30
H -0.794 -1.367 -1.170 0.45
H -0.309 -2.295 1.122 0.24
H -1.936 -2.566 0.607 0.63
H -2.444 -1.840 2.584 0.24
H -1.121 -0.818 2.751 0.16
O 0.934 -7.380 0.972 -0.75
P 1.349 -6.719 2.264 0.99
N 2.464 -8.025 2.711 0.24
C 2.669 -8.653 4.004 -0.82
C 3.609 -7.999 2.002 -0.96
N -0.206 -6.814 3.032 0.11
C -0.598 -7.975 3.834 -0.91
C -1.320 -6.518 2.111 -1.12
N 1.989 -5.715 3.545 0.18
C 1.503 -5.692 4.922 -1.06
C 2.072 -4.314 3.054 -1.46
H 3.292 -8.025 4.653 0.40
H 3.182 -9.607 3.881 0.37
H 1.738 -8.888 4.508 0.20
H 4.366 -7.079 2.431 0.40
H 3.428 -7.773 0.944 0.35
H 4.152 -8.939 2.041 0.51
H -0.457 -8.914 3.284 0.33
H -1.645 -7.900 4.126 0.40
H -0.055 -8.027 4.780 0.08
H -1.589 -7.383 1.499 0.35
H -1.069 -5.696 1.439 0.36
H -2.199 -6.216 2.681 0.38
H 0.478 -5.319 5.007 0.45
H 2.144 -5.031 5.515 0.49
H 1.572 -6.661 5.419 0.23
H 1.073 -3.879 2.936 0.54
H 2.573 -4.279 2.081 0.37
H 2.649 -3.686 3.732 0.40
Br 5.559 -6.937 3.507 -0.11
Be 0.723 -6.748 7.256 0.03
```

The charge is +2. The orbital gap comes out at 3.75 eV. For the LUMO energy, the calculation gives -8.171 eV. For the largest force on an atom, the calculation gives 7.59 eV/Å.